# C24H38N2

An isolated ion of composition C24H38N2 and charge +2 at a distorted geometry (ωB97M-V/def2-TZVPD, the OMol25 dataset).

Each line ends with the Löwdin charge.
Atoms and positions in Å:
C1 -9.14 -2.87 -1.20  -0.109
C2 -9.27 -2.17 0.14  -0.268
C3 -8.73 -0.74 0.14  -0.221
H1 -9.02 -0.26 1.08  0.116
H2 -9.18 -0.18 -0.68  0.119
C4 -7.20 -0.68 0.01  -0.222
C5 -6.71 0.76 0.10  -0.204
C6 -5.21 0.93 -0.18  -0.165
H3 -4.97 0.47 -1.15  0.121
H4 -4.98 1.99 -0.24  0.120
C7 -4.35 0.28 0.92  -0.117
N1 -2.95 0.52 0.67  -0.036
C8 -2.27 -0.29 -0.16  0.036
C9 -0.95 -0.06 -0.47  0.062
C10 -0.27 1.04 0.09  -0.114
C11 -1.01 1.87 0.95  0.061
C12 -2.34 1.59 1.20  0.037
H5 -2.92 2.23 1.85  0.161
H6 -0.57 2.75 1.39  0.135
C13 1.14 1.30 -0.19  -0.114
C14 1.71 0.97 -1.43  0.062
C15 3.04 1.24 -1.67  0.035
N2 3.82 1.81 -0.74  -0.032
C16 3.31 2.12 0.46  0.026
C17 1.99 1.88 0.76  0.063
H7 1.62 2.14 1.74  0.135
H8 3.97 2.57 1.18  0.158
C18 5.23 2.01 -1.01  -0.108
H9 5.61 2.79 -0.35  0.143
H10 5.35 2.33 -2.05  0.144
C19 6.03 0.71 -0.78  -0.160
C20 6.02 0.26 0.68  -0.215
C21 7.02 -0.87 0.95  -0.208
C22 6.68 -2.18 0.23  -0.237
C23 7.62 -3.30 0.64  -0.272
C24 7.31 -4.61 -0.07  -0.110
H11 8.00 -5.38 0.24  0.075
H12 6.30 -4.94 0.15  0.072
H13 7.40 -4.49 -1.15  0.074
H14 7.56 -3.45 1.72  0.113
H15 8.65 -3.00 0.43  0.115
H16 5.65 -2.47 0.47  0.116
H17 6.75 -2.04 -0.85  0.109
H18 8.02 -0.54 0.65  0.123
H19 7.04 -1.05 2.02  0.120
H20 5.02 -0.08 0.97  0.108
H21 6.29 1.11 1.32  0.117
H22 5.63 -0.08 -1.42  0.114
H23 7.05 0.91 -1.08  0.137
H24 3.49 1.01 -2.62  0.162
H25 1.12 0.54 -2.22  0.135
H26 -0.44 -0.75 -1.11  0.135
H27 -2.80 -1.13 -0.57  0.163
H28 -4.53 -0.79 0.94  0.137
H29 -4.63 0.71 1.88  0.147
H30 -6.94 1.17 1.08  0.122
H31 -7.25 1.36 -0.64  0.126
H32 -6.76 -1.28 0.81  0.111
H33 -6.91 -1.11 -0.95  0.113
H34 -10.33 -2.13 0.41  0.111
H35 -8.78 -2.76 0.92  0.108
H36 -9.61 -2.28 -1.99  0.078
H37 -9.63 -3.84 -1.17  0.075
H38 -8.10 -3.03 -1.47  0.062

Results
Energy relative to the best compared isomer or geometry (same formula, charge and spin) = 0.0760 eV
Lowest unoccupied orbital energy = -0.2918 hartree
Gap between HOMO and LUMO = 6.81 eV
Total charge = +2

---

# C39H40AsCaClN6O10S2

C39H40AsCaClN6O10S2 as an isolated structure at a distorted geometry (ωB97M-V/def2-TZVPD, the OMol25 dataset).

Each line ends with the Löwdin charge.
Atoms and positions in Å:
Ca1 -1.71 -0.11 -0.16  1.224
C1 3.20 -0.42 -1.08  -0.049
C2 3.06 -1.91 -1.08  -0.235
C3 3.53 -2.70 -2.12  -0.086
C4 3.32 -4.07 -2.12  -0.123
C5 2.58 -4.65 -1.10  -0.074
C6 2.12 -3.89 -0.04  -0.269
C7 1.21 -4.50 0.99  -0.045
C8 2.40 -2.51 0.00  -0.298
N1 1.98 -1.69 1.02  0.136
C9 2.42 -1.71 2.23  -0.294
C10 3.53 -2.63 2.70  -0.030
C11 1.83 -0.80 3.17  -0.316
C12 2.19 -0.96 4.64  -0.066
N2 1.17 0.22 2.70  0.123
C13 0.31 1.04 3.27  -0.252
C14 0.33 2.41 2.81  -0.261
C15 1.45 2.79 1.88  -0.059
C16 -0.54 3.33 3.27  -0.052
C17 -1.74 2.96 4.07  -0.385
C18 -1.64 1.58 4.61  -0.065
C19 -0.72 0.67 4.20  -0.234
C20 -0.88 -0.77 4.62  -0.052
H1 3.69 -0.07 -1.99  0.065
H2 3.78 -0.08 -0.22  0.075
H3 2.20 0.02 -1.01  0.065
H4 4.05 -2.23 -2.94  0.093
H5 3.69 -4.68 -2.93  0.081
H6 2.37 -5.71 -1.12  0.098
H7 1.28 -5.59 0.97  0.072
H8 0.18 -4.20 0.75  0.047
H9 1.42 -4.14 1.99  0.061
H10 3.88 -3.24 1.86  0.071
H11 3.20 -3.29 3.50  0.073
H12 4.37 -2.05 3.07  0.073
H13 3.27 -0.92 4.76  0.062
H14 1.84 -1.91 5.05  0.065
H15 1.75 -0.14 5.21  0.070
H16 1.65 1.96 1.21  0.059
H17 2.36 2.99 2.45  0.073
H18 1.19 3.68 1.31  0.061
H19 -0.49 4.36 2.95  0.092
H20 -1.93 3.69 4.88  0.122
H21 -2.46 1.27 5.25  0.099
H22 -1.94 -1.00 4.74  0.076
H23 -0.39 -0.98 5.57  0.068
H24 -0.47 -1.43 3.85  0.071
O1 -3.97 0.79 3.13  -0.192
As1 -3.29 1.86 1.95  1.064
O2 -2.92 3.12 3.24  -0.290
O3 -1.93 1.60 1.13  -0.494
C21 -4.36 3.18 0.97  -0.188
C22 -4.64 4.47 1.38  -0.062
C23 -5.10 5.40 0.46  -0.088
C24 -5.22 5.06 -0.88  -0.087
C25 -4.95 3.76 -1.29  -0.058
C26 -4.54 2.83 -0.36  -0.246
S1 -4.37 1.07 -0.71  0.500
O4 -4.47 0.50 0.64  -0.384
O5 -5.50 0.77 -1.55  -0.268
O6 -3.10 0.86 -1.36  -0.455
H25 -4.11 -0.08 2.73  -0.004
H26 -4.51 4.74 2.43  0.103
H27 -5.35 6.41 0.78  0.096
H28 -5.55 5.80 -1.60  0.096
H29 -5.04 3.46 -2.32  0.113
S2 -0.52 -2.31 -1.11  0.699
C27 -0.32 -1.79 -2.73  -0.829
N3 0.18 -2.64 -3.59  0.012
N4 0.14 -2.33 -4.96  -0.030
C28 -0.88 -2.75 -5.74  -0.274
C29 -2.12 -3.12 -5.19  -0.026
C30 -3.15 -3.54 -6.00  -0.109
C31 -2.99 -3.60 -7.38  -0.145
C32 -1.78 -3.24 -7.94  -0.138
C33 -0.73 -2.82 -7.14  -0.060
N5 -0.68 -0.54 -3.14  0.094
N6 -0.59 0.43 -2.30  -0.013
C34 -0.98 1.66 -2.77  -0.303
C35 -1.73 1.83 -3.95  -0.015
C36 -2.18 3.08 -4.31  -0.092
C37 -1.86 4.20 -3.55  -0.099
C38 -1.09 4.04 -2.40  -0.080
C39 -0.66 2.79 -2.00  -0.009
H30 1.06 -2.34 -5.38  0.127
H31 -2.23 -3.09 -4.12  0.100
H32 -4.09 -3.83 -5.55  0.097
H33 -3.80 -3.94 -8.01  0.080
H34 -1.64 -3.29 -9.01  0.088
H35 0.22 -2.55 -7.58  0.095
H36 -1.99 0.95 -4.52  0.110
H37 -2.80 3.19 -5.19  0.099
H38 -2.22 5.18 -3.83  0.095
H39 -0.85 4.91 -1.80  0.103
H40 -0.09 2.65 -1.09  0.112
O7 -2.67 -3.32 1.56  -0.295
Cl1 -3.12 -2.00 1.29  0.598
O8 -4.29 -1.77 2.08  -0.314
O9 -2.11 -1.09 1.71  -0.464
O10 -3.40 -1.85 -0.08  -0.400

Results
Energy relative to the best compared isomer or geometry (same formula, charge and spin) = 6.1029 eV
Lowest unoccupied orbital energy (spin up / spin down) = 0.1160 / 0.1160 hartree
Gap between HOMO and LUMO (spin up / spin down) = 3.40 / 3.40 eV
Total charge = -2

---

# C4H7N3

A 2-piece molecular cluster, C4H7N3 overall at a distorted geometry (ωB97M-V/def2-TZVPD, the OMol25 dataset).

Each line ends with the Löwdin charge.
Atoms and positions in Å:
C1 1.54 -1.05 -0.63  -0.277
C2 -1.43 -1.22 0.93  -0.079
C3 -1.00 -1.24 -0.31  -0.015
C4 0.73 0.04 -0.89  -0.244
N1 2.11 -2.04 -0.52  0.163
N2 0.07 2.26 -0.04  0.027
N3 0.99 1.16 -0.24  -0.117
H1 -2.36 -1.73 1.19  0.055
H2 -1.11 -0.57 1.63  -0.003
H3 -1.35 -1.84 -1.14  0.054
H4 0.21 0.14 -1.84  0.124
H5 0.61 3.13 0.20  0.101
H6 -0.23 2.04 0.91  0.068
H7 1.24 0.92 0.74  0.143

Results
Energy relative to the best compared isomer or geometry (same formula, charge and spin) = 5.3868 eV
Lowest unoccupied orbital energy (spin up / spin down) = 0.0182 / 0.0182 hartree
Gap between HOMO and LUMO (spin up / spin down) = 8.76 / 8.76 eV
Total charge = 0

---

# C2H4N2

One molecule with the formula C2H4N2 at a distorted geometry (ωB97M-V/def2-TZVPD, the OMol25 dataset).

Each line ends with the Löwdin charge.
Atoms and positions in Å:
N1 -0.30 -0.13 1.16  -0.004
C1 0.55 -0.04 0.00  -0.291
C2 -0.12 0.41 -1.24  -0.214
N2 -0.67 0.23 -2.24  0.127
H1 -0.66 0.78 1.42  0.073
H2 -1.10 -0.73 0.96  0.079
H3 0.86 -1.05 -0.29  0.120
H4 1.45 0.53 0.21  0.110

Results
Energy relative to the best compared isomer or geometry (same formula, charge and spin) = 0.7036 eV
Lowest unoccupied orbital energy = 0.0255 hartree
SMILES string = N#CCN
Gap between HOMO and LUMO = 11.16 eV
Total charge = 0

---

# C4H8NO3

A 2-piece molecular cluster, C4H8NO3 overall at a distorted geometry (ωB97M-V/def2-TZVPD, the OMol25 dataset).

Each line ends with the Löwdin charge.
Atoms and positions in Å:
C1 -0.40 -2.05 0.36  -0.039
C2 0.14 -1.51 1.65  -0.592
O1 1.02 -2.18 2.20  -0.002
N1 -0.48 -0.38 2.05  0.151
H1 -0.38 0.03 2.96  0.093
H2 -0.74 0.33 1.39  0.093
H3 -1.54 -1.99 0.23  0.112
H4 -0.05 -2.98 0.15  0.028
H5 0.10 -1.55 -0.47  0.063
C3 0.63 2.72 -1.90  -0.058
C4 -0.08 1.30 -1.63  -0.766
O2 -1.33 1.22 -1.78  -0.110
O3 0.57 0.56 -0.88  -0.105
H6 1.71 2.80 -1.82  0.042
H7 0.20 3.38 -1.14  0.045
H8 0.24 3.06 -2.88  0.046

Results
Energy relative to the best compared isomer or geometry (same formula, charge and spin) = 1.3996 eV
Lowest unoccupied orbital energy = 0.1453 hartree
Gap between HOMO and LUMO = 8.17 eV
Total charge = -1

---

# C3H5IO2

C3H5IO2 as an isolated structure at a distorted geometry (ωB97M-V/def2-TZVPD, the OMol25 dataset).

Each line ends with the Löwdin charge.
Atoms and positions in Å:
C1 0.27 -0.24 1.45  -0.061
C2 -0.45 0.04 0.45  -0.086
C3 0.26 0.10 -1.17  -0.494
O1 -0.54 1.09 -1.82  -0.079
O2 1.60 0.16 -1.20  -0.746
I1 2.69 1.52 -0.47  1.029
H1 -0.17 -0.29 2.47  0.077
H2 1.30 -0.48 1.29  0.027
H3 -1.49 0.34 0.39  0.087
H4 0.05 -0.77 -1.60  0.100
H5 -0.75 1.99 -1.34  0.148

Results
Energy relative to the best compared isomer or geometry (same formula, charge and spin) = 2.8669 eV
Lowest unoccupied orbital energy = -0.0126 hartree
Gap between HOMO and LUMO = 8.92 eV
Total charge = 0

---

# C4H8IN2O2

An isolated ion of composition C4H8IN2O2 and charge +1 at a distorted geometry (ωB97M-V/def2-TZVPD, the OMol25 dataset).

Each line ends with the Löwdin charge.
Atoms and positions in Å:
C1 0.41 0.73 -1.42  -0.614
C2 0.66 -1.43 -0.12  -0.128
C3 0.29 1.48 -0.13  -0.457
C4 -0.84 0.53 0.80  -0.261
N1 0.55 -0.61 -1.33  0.096
N2 -0.12 -0.83 0.99  0.090
O1 0.35 1.37 -2.46  0.102
O2 -2.05 0.15 0.25  0.048
I1 2.25 1.42 0.80  1.034
H1 0.43 -2.42 -0.35  0.128
H2 1.75 -1.52 0.23  0.127
H3 -0.09 2.45 -0.26  0.077
H4 -0.92 1.00 1.72  0.126
H5 0.51 -1.22 -2.16  0.179
H6 -0.82 -1.37 1.45  0.170
H7 0.44 -0.49 1.80  0.130
H8 -2.79 0.79 0.20  0.156

Results
Energy relative to the best compared isomer or geometry (same formula, charge and spin) = 0.0000 eV
Lowest unoccupied orbital energy = -0.1415 hartree
SMILES string = O=C1NC[NH2+][C@H](O)[C@H]1I
Gap between HOMO and LUMO = 9.76 eV
Total charge = +1

---

# C37H50CrN4O5PS4

C37H50CrN4O5PS4 as an isolated structure (ωB97M-V/def2-TZVPD, the OMol25 dataset).

Each line ends with the Löwdin charge.
Atoms and positions in Å:
Cr1 -0.19 -1.14 0.93  0.617
O1 -1.42 2.40 -0.77  -0.527
S1 -2.62 3.27 -0.97  0.979
C1 -3.57 2.51 -2.34  -0.304
C2 -3.33 1.00 -2.47  -0.235
C3 -2.13 0.68 -3.38  -0.209
C4 -1.75 -0.80 -3.41  -0.286
S2 -0.49 -1.43 -2.27  1.064
O2 -0.95 -0.97 -0.89  -0.564
C5 0.93 -0.48 -2.75  -0.383
C6 1.75 -1.06 -3.71  -0.098
C7 2.87 -0.37 -4.15  -0.063
C8 3.16 0.88 -3.62  -0.056
C9 2.34 1.44 -2.65  -0.050
C10 1.22 0.76 -2.20  -0.090
C11 -3.77 2.93 0.35  -0.391
C12 -4.70 3.92 0.66  -0.092
C13 -5.64 3.68 1.65  -0.077
C14 -5.63 2.47 2.32  -0.066
C15 -4.68 1.50 2.03  -0.062
C16 -3.74 1.73 1.04  -0.067
H1 -3.29 3.03 -3.26  0.087
H2 -4.62 2.73 -2.13  0.090
H3 -4.22 0.55 -2.90  0.118
H4 -3.18 0.56 -1.48  0.093
H5 -1.27 1.28 -3.09  0.096
H6 -2.38 0.97 -4.40  0.122
H7 -1.31 -1.09 -4.37  0.098
H8 -2.62 -1.45 -3.25  0.077
H9 1.53 -2.05 -4.10  0.116
H10 3.51 -0.81 -4.90  0.110
H11 4.04 1.42 -3.96  0.110
H12 2.58 2.41 -2.23  0.112
H13 0.58 1.19 -1.44  0.094
H14 -4.67 4.87 0.14  0.108
H15 -6.36 4.45 1.91  0.105
H16 -6.36 2.29 3.10  0.106
H17 -4.66 0.57 2.56  0.087
H18 -2.96 1.01 0.84  0.093
C17 2.96 2.50 1.08  -0.031
C18 2.93 1.09 1.61  -0.255
C19 3.49 0.77 2.83  -0.020
C20 3.42 -0.53 3.34  -0.270
C21 3.97 -0.84 4.70  -0.054
C22 2.78 -1.52 2.60  0.016
C23 2.26 -1.24 1.33  -0.303
C24 2.35 0.07 0.86  -0.008
N1 1.42 -2.11 0.58  -0.114
C25 1.86 -3.45 0.17  -0.608
C26 2.92 -3.25 -0.92  -0.030
C27 2.48 -4.31 1.28  -0.050
C28 0.68 -4.25 -0.40  -0.069
H19 3.96 2.77 0.72  0.085
H20 2.70 3.22 1.86  0.079
H21 2.26 2.63 0.26  0.066
H22 3.94 1.54 3.44  0.128
H23 3.75 -0.03 5.40  0.070
H24 5.06 -0.96 4.66  0.083
H25 3.55 -1.75 5.10  0.079
H26 2.63 -2.49 3.05  0.106
H27 1.98 0.28 -0.14  0.082
H28 3.77 -2.68 -0.53  0.089
H29 2.51 -2.70 -1.77  0.061
H30 3.29 -4.21 -1.28  0.086
H31 3.43 -3.91 1.63  0.076
H32 2.67 -5.31 0.88  0.090
H33 1.79 -4.42 2.12  0.079
H34 -0.04 -3.62 -0.92  0.030
H35 0.14 -4.77 0.38  0.055
H36 1.05 -4.99 -1.12  0.088
C29 -4.48 -2.83 -1.46  -0.038
C30 -4.74 -2.81 0.03  -0.476
C31 -5.87 -1.88 0.42  -0.037
O3 -3.50 -2.41 0.65  -0.323
P1 -3.12 -2.90 2.13  -0.103
S3 -3.83 -4.63 2.61  0.300
S4 -1.07 -2.90 2.13  0.457
O4 -3.68 -1.67 2.97  -0.315
C32 -3.52 -1.36 4.38  -0.433
C33 -3.12 -2.53 5.25  -0.085
C34 -2.54 -0.21 4.49  -0.053
H37 -5.35 -3.19 -2.00  0.089
H38 -3.64 -3.49 -1.68  0.088
H39 -4.24 -1.82 -1.81  0.054
H40 -4.96 -3.83 0.37  0.080
H41 -6.01 -1.87 1.50  0.077
H42 -6.80 -2.21 -0.05  0.086
H43 -5.66 -0.86 0.08  0.078
H44 -4.52 -1.02 4.68  0.140
H45 -2.15 -2.93 4.95  0.062
H46 -3.85 -3.34 5.22  0.052
H47 -3.02 -2.17 6.27  0.088
H48 -1.54 -0.55 4.22  0.055
H49 -2.52 0.17 5.51  0.096
H50 -2.82 0.60 3.82  0.062
O5 -0.73 0.39 1.95  -0.305
N2 -0.79 1.68 2.11  0.035
C35 -0.21 2.15 3.17  -0.284
C36 0.46 1.33 4.15  -0.156
N3 0.99 0.68 4.93  0.224
C37 -0.26 3.57 3.36  -0.173
N4 -0.28 4.71 3.53  0.158

Results
Energy relative to the best compared isomer or geometry (same formula, charge and spin) = 0.9258 eV
Spin multiplicity = 4
Lowest unoccupied orbital energy (spin up / spin down) = -0.0292 / -0.0011 hartree
Gap between HOMO and LUMO (spin up / spin down) = 6.97 / 8.04 eV
Total charge = 0